# 1
{
  "formula": "C45H80BIN10O2PS2Ti",
  "method": "ωB97M-V/def2-TZVPD",
  "lumo_energy_ev": [-0.92, -2.14],
  "gap_ha": [0.1808, 0.1359],
  "total_charge": 0,
  "spin_multiplicity": 2,
  "homo_ev": [-5.8408, -5.8346],
  "e_above_lowest_ev": 1.535,
  "elements": ["Ti", "C", "C", "C", "C", "C", "C", "C", "C", "C", "N", "N", "B", "N", "N", "C", "C", "C", "C", "C", "C", "C", "C", "C", "N", "N", "C", "C", "C", "C", "C", "C", "C", "C", "C", "H", "H", "H", "H", "H", "H", "H", "H", "H", "H", "H", "H", "H", "H", "H", "H", "H", "H", "H", "H", "H", "H", "H", "H", "H", "H", "H", "H", "H", "H", "H", "H", "H", "H", "H", "H", "H", "H", "H", "H", "H", "H", "H", "H", "H", "H", "C", "C", "S", "C", "C", "S", "H", "H", "H", "H", "H", "H", "N", "C", "O", "C", "I", "H", "H", "H", "H", "O", "P", "N", "C", "C", "C", "C", "N", "C", "C", "C", "C", "N", "C", "C", "C", "C", "H", "H", "H", "H", "H", "H", "H", "H", "H", "H", "H", "H", "H", "H", "H", "H", "H", "H", "H", "H", "H", "H", "H", "H"],
  "coordinates": [[0.5892, 0.6887, 1.2274], [1.8501, 3.2104, 3.3929], [0.9229, 2.7054, 4.4844], [-0.2018, 3.6995, 4.8004], [0.4142, 1.2905, 4.3700], [0.0623, 0.5830, 5.5037], [-0.2783, -0.6952, 5.1110], [-0.6042, -1.7379, 6.1716], [-1.1999, -3.0914, 5.8106], [0.6378, -1.9410, 7.0560], [-0.1645, -0.7441, 3.7631], [0.2611, 0.4847, 3.3054], [-0.5169, -1.8314, 2.7263], [0.7101, -2.2216, 1.8543], [1.1301, -1.3994, 0.8326], [2.1495, -2.0106, 0.2199], [2.3880, -3.2290, 0.8469], [1.4791, -3.3319, 1.8737], [1.4908, -4.4369, 2.8946], [0.2280, -5.2926, 2.9581], [1.9267, -3.8906, 4.2554], [2.8730, -1.6030, -1.0335], [2.1302, -2.2058, -2.2325], [3.1704, -0.1226, -1.2204], [-1.6238, -1.3145, 1.7557], [-1.3648, -0.3386, 0.8144], [-2.4783, -0.2183, 0.0632], [-3.4415, -1.0999, 0.5430], [-2.8844, -1.7626, 1.6110], [-3.6815, -2.6799, 2.5003], [-3.9880, -1.9677, 3.8235], [-3.1706, -4.1088, 2.6807], [-2.7345, 0.5848, -1.1936], [-4.2240, 0.9321, -1.3136], [-1.9331, 1.8451, -1.4421], [2.1778, 4.2187, 3.6560], [1.3707, 3.2640, 2.4116], [2.7380, 2.5812, 3.3415], [1.5513, 2.6296, 5.3784], [-0.7449, 4.0078, 3.9033], [0.2327, 4.5924, 5.2538], [-0.9232, 3.2811, 5.5031], [0.1629, 0.9394, 6.5144], [-1.3522, -1.2264, 6.7872], [-0.4962, -3.7269, 5.2746], [-2.1142, -3.0146, 5.2313], [-1.4455, -3.6028, 6.7434], [1.4646, -2.3729, 6.4921], [0.3893, -2.6160, 7.8778], [1.0153, -1.0076, 7.4675], [-0.9171, -2.7855, 3.2953], [3.1519, -3.9443, 0.5909], [2.2891, -5.0939, 2.5396], [-0.5728, -4.8031, 3.5035], [0.4500, -6.2309, 3.4695], [-0.1403, -5.5304, 1.9586], [1.3033, -3.0499, 4.5607], [2.9538, -3.5263, 4.2204], [1.8606, -4.6605, 5.0269], [3.8358, -2.1172, -0.9567], [1.1827, -1.6932, -2.3818], [1.9422, -3.2702, -2.0772], [2.7244, -2.0915, -3.1414], [2.2607, 0.4733, -1.2768], [3.6727, 0.0141, -2.1816], [3.8301, 0.2585, -0.4421], [-4.4405, -1.2441, 0.1722], [-4.6291, -2.7683, 1.9624], [-3.0750, -1.6114, 4.3014], [-4.4993, -2.6389, 4.5165], [-4.6247, -1.0990, 3.6514], [-2.4255, -4.1875, 3.4648], [-2.7337, -4.4981, 1.7600], [-4.0057, -4.7542, 2.9587], [-2.5030, -0.1050, -2.0142], [-4.5621, 1.4817, -0.4324], [-4.8606, 0.0564, -1.4354], [-4.3741, 1.5697, -2.1869], [-2.3544, 2.6913, -0.8961], [-1.9870, 2.0729, -2.5085], [-0.8821, 1.7403, -1.2046], [0.4336, 5.2238, -0.6685], [0.1801, 3.9577, 0.0951], [1.2238, 2.6639, -0.1523], [-0.8932, 3.8628, 0.9918], [-1.8063, 5.0344, 1.2056], [-1.2011, 2.4328, 1.7981], [1.3567, 5.1574, -1.2404], [0.4994, 6.0837, 0.0006], [-0.3895, 5.4136, -1.3647], [-1.2435, 5.9175, 1.5162], [-2.5505, 4.8143, 1.9674], [-2.3253, 5.2906, 0.2771], [4.5099, 1.3092, 1.8946], [3.4597, 0.4460, 2.2228], [2.2929, 0.7982, 1.6171], [3.5125, -0.6035, 3.0318], [3.7404, 0.8506, 6.3138], [4.1651, 2.2128, 1.5994], [5.1387, 1.4201, 2.6815], [4.4206, -0.8289, 3.5696], [2.6169, -1.1523, 3.2743], [0.6084, 0.6642, -2.8282], [0.1106, 0.6810, -4.2190], [-1.3131, -0.1262, -4.4059], [-1.4654, -1.5005, -3.9038], [-2.8954, -1.8623, -4.2993], [-3.1108, -1.0671, -5.5859], [-2.4251, 0.2615, -5.2800], [1.1431, -0.0401, -5.2927], [2.5527, 0.3549, -5.3554], [2.8731, 0.2808, -6.8425], [2.0567, -0.9320, -7.2906], [0.7674, -0.8475, -6.4595], [-0.1477, 2.2358, -4.7328], [0.0267, 3.4018, -3.8609], [0.8496, 4.4112, -4.6939], [1.0405, 3.7522, -6.0710], [-0.0497, 2.6823, -6.1168], [-1.2997, -1.5409, -2.8253], [-0.7424, -2.1797, -4.3687], [-3.5929, -1.5241, -3.5283], [-3.0293, -2.9359, -4.4231], [-4.1597, -0.9433, -5.8517], [-2.6054, -1.5628, -6.4187], [-3.1090, 0.9414, -4.7586], [-2.0803, 0.7731, -6.1801], [3.1793, -0.3401, -4.7874], [2.6957, 1.3467, -4.9217], [3.9390, 0.1759, -7.0409], [2.5223, 1.1846, -7.3472], [2.5941, -1.8504, -7.0478], [1.8540, -0.9423, -8.3607], [0.4234, -1.8424, -6.1694], [-0.0421, -0.3782, -7.0284], [0.5210, 3.0931, -2.9405], [-0.9444, 3.8341, -3.5960], [1.8064, 4.6320, -4.2217], [0.3108, 5.3545, -4.7867], [2.0183, 3.2719, -6.1330], [0.9672, 4.4620, -6.8949], [0.1934, 1.8537, -6.7798], [-1.0024, 3.1123, -6.4500]]
}



# 2
{
  "formula": "C45H81FNO21",
  "method": "ωB97M-V/def2-TZVPD",
  "lumo_energy_ev": -3.81,
  "gap_ha": 0.2954,
  "total_charge": 1,
  "homo_ev": -11.8481,
  "elements": ["C", "C", "C", "C", "C", "C", "C", "C", "C", "C", "C", "C", "C", "O", "C", "C", "O", "C", "C", "O", "O", "C", "C", "C", "O", "C", "C", "C", "O", "C", "C", "N", "F", "H", "H", "H", "H", "H", "H", "H", "H", "H", "H", "H", "H", "H", "H", "H", "H", "H", "H", "H", "H", "H", "H", "H", "H", "H", "H", "H", "H", "H", "H", "H", "H", "H", "H", "H", "H", "H", "H", "H", "H", "H", "C", "C", "O", "C", "O", "O", "C", "H", "H", "H", "H", "H", "H", "H", "H", "C", "C", "O", "C", "O", "O", "C", "H", "H", "H", "H", "H", "H", "H", "H", "C", "C", "O", "C", "O", "O", "C", "H", "H", "H", "H", "H", "H", "H", "H", "C", "C", "O", "C", "O", "O", "C", "H", "H", "H", "H", "H", "H", "H", "H", "C", "C", "O", "C", "O", "O", "C", "H", "H", "H", "H", "H", "H", "H", "H"],
  "coordinates": [[0.9711, -0.8302, 2.7832], [1.0600, 0.0152, 1.5118], [-0.0737, 1.0314, 1.3424], [-0.3450, 1.4509, -0.1164], [0.2607, 2.8393, -0.4972], [1.0356, 2.8810, -1.7801], [0.7701, 3.7337, -2.8558], [-0.3834, 4.7043, -2.8375], [-1.6272, 4.0600, -3.4851], [-2.9169, 4.8030, -3.1322], [-3.6708, 4.1352, -1.9644], [-5.1797, 3.9819, -2.2282], [-5.7990, 2.9137, -1.3574], [-5.0299, 1.6914, -1.3913], [-4.9997, 1.0752, -2.5887], [-3.6856, 0.4353, -2.9176], [-5.9363, 1.0238, -3.3285], [1.6007, 3.6711, -3.9956], [1.3282, 4.5940, -5.1444], [0.6104, 4.2749, -6.0321], [1.9346, 5.8047, -5.0704], [2.6722, 2.7712, -4.1009], [3.5877, 2.7463, -5.2933], [4.7779, 3.7322, -5.0827], [5.0716, 3.9287, -3.7249], [4.7431, 5.1942, -3.1628], [5.7462, 5.5624, -2.0923], [2.8882, 1.9119, -3.0249], [3.8553, 1.0076, -2.9711], [3.4230, -0.3855, -3.0996], [3.7289, -0.9601, -4.4552], [2.0786, 2.0313, -1.9392], [2.3842, 1.2170, -0.9138], [1.4691, -1.7761, 2.5788], [-0.0464, -1.0435, 3.0952], [1.5476, -0.3825, 3.5879], [1.0935, -0.6344, 0.6384], [1.9967, 0.5723, 1.5364], [0.1557, 1.9273, 1.9191], [-0.9947, 0.6236, 1.7524], [-1.4208, 1.5256, -0.2448], [0.0284, 0.7001, -0.8060], [-0.5412, 3.5593, -0.5663], [0.9260, 3.1860, 0.2957], [-0.0923, 5.6081, -3.3687], [-0.6370, 4.9971, -1.8249], [-1.4654, 3.9999, -4.5570], [-1.6526, 3.0291, -3.1286], [-3.5597, 4.7725, -4.0084], [-2.7067, 5.8456, -2.9078], [-3.5572, 4.7350, -1.0635], [-3.2792, 3.1350, -1.7960], [-5.3533, 3.7489, -3.2766], [-5.6637, 4.9277, -1.9916], [-5.8421, 3.2114, -0.3147], [-6.8165, 2.6938, -1.6698], [-3.9051, -0.4653, -3.4829], [-3.1179, 1.0861, -3.5782], [-3.1081, 0.1697, -2.0379], [2.7023, 5.8389, -5.6563], [4.0148, 1.7569, -5.3853], [3.0303, 2.9928, -6.1916], [5.6479, 3.2536, -5.5276], [4.6366, 4.6637, -5.6337], [4.6661, 5.9793, -3.9148], [3.7568, 5.1238, -2.6877], [5.2840, 6.3121, -1.4524], [5.9845, 4.7015, -1.4769], [6.6413, 5.9996, -2.5224], [3.9370, -0.9588, -2.3355], [2.3575, -0.4513, -2.8798], [3.3044, -0.3896, -5.2759], [3.2976, -1.9583, -4.5038], [4.7988, -1.0798, -4.5965], [-2.3921, -3.9979, 4.9161], [-1.5607, -4.2931, 3.6881], [-2.2949, -4.0554, 2.4713], [-2.4393, -2.7854, 2.1211], [-2.0033, -1.8240, 2.7033], [-3.1567, -2.7413, 0.9939], [-3.4522, -1.4183, 0.5502], [-3.3265, -4.5600, 4.8897], [-1.8441, -4.2713, 5.8173], [-2.6439, -2.9394, 4.9739], [-1.2986, -5.3488, 3.6562], [-0.6367, -3.7157, 3.6771], [-2.5438, -0.8236, 0.4637], [-4.1497, -0.9373, 1.2337], [-3.9215, -1.5138, -0.4250], [-2.6567, -5.7252, 12.1605], [-1.8563, -5.9180, 10.8912], [-2.6345, -5.6346, 9.7159], [-2.8168, -4.3455, 9.4482], [-2.3710, -3.4154, 10.0676], [-3.5738, -4.2543, 8.3513], [-3.9073, -2.9168, 7.9782], [-3.5707, -6.3191, 12.1269], [-2.0688, -6.0330, 13.0248], [-2.9395, -4.6818, 12.2909], [-1.5582, -6.9590, 10.7860], [-0.9529, -5.3087, 10.8888], [-3.0138, -2.3034, 7.8818], [-4.5843, -2.4756, 8.7078], [-4.4067, -2.9790, 7.0156], [1.3805, 3.9362, -8.9366], [2.7164, 4.2689, -9.5665], [3.4793, 3.0908, -9.8616], [3.0911, 2.4224, -10.9532], [2.2001, 2.7411, -11.6932], [3.8712, 1.3523, -11.0789], [3.5348, 0.5032, -12.1834], [1.5215, 3.3016, -8.0638], [0.8651, 4.8452, -8.6334], [0.7428, 3.3960, -9.6347], [3.3359, 4.8342, -8.8691], [2.5989, 4.8734, -10.4650], [3.5027, 1.0685, -13.1113], [2.5752, 0.0203, -12.0078], [4.3172, -0.2471, -12.2381], [4.3102, 1.6071, 8.9411], [4.9967, 0.4560, 8.2396], [4.4248, 0.1968, 6.9440], [4.7793, 1.0401, 5.9838], [5.5398, 1.9664, 6.0811], [4.1479, 0.6767, 4.8595], [4.3915, 1.5403, 3.7527], [3.2359, 1.4292, 9.0011], [4.7047, 1.7191, 9.9504], [4.4662, 2.5423, 8.4055], [4.8552, -0.4667, 8.7978], [6.0680, 0.6261, 8.1395], [5.4568, 1.6669, 3.5736], [3.9271, 2.5114, 3.9243], [3.9295, 1.0740, 2.8857], [-4.6411, -6.6152, 2.0398], [-3.4487, -7.3652, 1.4881], [-3.0364, -8.4258, 2.3637], [-3.7949, -9.5215, 2.3301], [-4.7513, -9.7011, 1.6229], [-3.3009, -10.3922, 3.2089], [-4.0557, -11.6017, 3.3293], [-4.4294, -6.2582, 3.0488], [-4.8768, -5.7596, 1.4071], [-5.5187, -7.2577, 2.0927], [-2.5922, -6.6973, 1.4146], [-3.6475, -7.7598, 0.4919], [-4.1949, -12.0715, 2.3586], [-5.0224, -11.3984, 3.7865], [-3.4779, -12.2567, 3.9742]]
}



# 3
{
  "formula": "C45H81N12O13S",
  "method": "ωB97M-V/def2-TZVPD",
  "lumo_energy_ev": [-10.96, -13.17],
  "gap_ha": [0.1589, 0.0778],
  "total_charge": 4,
  "spin_multiplicity": 2,
  "homo_ev": [-15.2853, -15.2842],
  "elements": ["C", "N", "C", "C", "C", "C", "C", "C", "C", "C", "N", "C", "C", "C", "H", "H", "H", "H", "H", "H", "H", "H", "H", "H", "H", "H", "H", "H", "C", "N", "C", "C", "C", "C", "C", "C", "C", "C", "N", "C", "C", "C", "H", "H", "H", "H", "H", "H", "H", "H", "H", "H", "H", "H", "H", "H", "C", "C", "O", "N", "H", "H", "C", "H", "H", "H", "H", "H", "H", "S", "O", "O", "O", "O", "O", "C", "N", "C", "H", "H", "H", "H", "H", "O", "C", "N", "C", "H", "H", "H", "H", "H", "O", "C", "N", "C", "H", "H", "H", "H", "H", "O", "C", "N", "C", "H", "H", "H", "H", "H", "O", "C", "N", "C", "H", "H", "H", "H", "H", "O", "C", "N", "C", "H", "H", "H", "H", "H", "C", "O", "C", "C", "N", "C", "C", "O", "C", "H", "H", "H", "H", "H", "H", "H", "H", "H", "H", "H", "H", "H", "H", "H"],
  "coordinates": [[2.7565, 3.4908, 3.3151], [2.5069, 2.0960, 3.7386], [2.4871, 1.8311, 5.0517], [2.2064, 0.5647, 5.4330], [1.9938, -0.5038, 4.5156], [1.9317, -0.0851, 3.1662], [2.3413, 1.1848, 2.7989], [1.7184, -1.9325, 4.9418], [2.2862, -2.4527, 6.1093], [2.0794, -3.7858, 6.4543], [1.1823, -4.5064, 5.7975], [0.4781, -4.0495, 4.7545], [0.7991, -2.7666, 4.2435], [1.0281, -5.9129, 6.1538], [3.8342, 3.6312, 3.3981], [2.0963, 4.0924, 3.9399], [2.4530, 3.7409, 2.2985], [2.6761, 2.6720, 5.7025], [2.2865, 0.3120, 6.4800], [1.6812, -0.9036, 2.5076], [2.5018, 1.5131, 1.7826], [3.0607, -1.9517, 6.6710], [2.6830, -4.2781, 7.2023], [-0.2615, -4.7424, 4.3815], [0.4172, -2.4261, 3.2923], [0.4653, -5.9081, 7.0872], [2.0399, -6.2952, 6.2885], [0.6232, -6.5260, 5.3486], [1.0610, 0.9872, -3.9692], [1.1850, -0.4783, -4.1352], [1.7245, -1.0390, -5.2612], [1.8040, -2.4112, -5.4524], [1.3625, -3.2071, -4.3875], [0.8596, -2.6099, -3.1875], [0.8343, -1.2270, -3.0502], [1.3891, -4.6755, -4.3837], [0.4564, -5.4796, -3.7543], [0.5427, -6.8425, -3.7899], [1.5168, -7.3939, -4.5747], [2.5167, -6.6324, -5.1276], [2.4717, -5.2818, -5.0488], [1.6677, -8.8765, -4.5386], [0.1395, 1.3941, -3.5528], [1.3571, 1.4582, -4.9065], [1.8598, 1.1579, -3.2474], [2.0798, -0.3589, -6.0212], [2.1771, -2.8755, -6.3533], [0.6291, -3.2070, -2.3176], [0.5744, -0.6833, -2.1539], [-0.3716, -4.9607, -3.2944], [-0.2091, -7.5139, -3.4020], [3.4593, -7.0832, -5.4009], [3.2615, -4.6764, -5.4685], [0.6799, -9.3372, -4.5403], [2.3173, -9.1332, -3.7018], [2.0926, -9.1859, -5.4935], [-4.1723, 2.1725, 2.3152], [-4.5810, 1.8506, 0.9321], [-5.7843, 1.7405, 0.7146], [-3.5287, 1.5085, -0.1059], [-3.2667, 2.3031, -0.6717], [-2.6534, 1.3183, 0.3606], [-3.9560, 0.2352, -0.9295], [-4.6038, 3.0868, 2.7226], [-3.0889, 2.2825, 2.2680], [-4.3049, 1.3645, 3.0347], [-4.7699, 0.4212, -1.6303], [-4.1925, -0.5154, -0.1753], [-3.0645, -0.0016, -1.5102], [-0.1907, 1.2314, 0.1228], [-1.2289, 1.4065, 1.1125], [-0.8456, 1.1716, -1.1553], [0.8832, 2.2766, 0.1440], [0.5496, -0.0153, 0.2770], [-0.6390, 4.1097, 5.0242], [-0.8265, 3.1652, 4.2895], [-0.6936, 3.3230, 3.0055], [-1.2812, 1.8540, 4.9140], [-0.4603, 4.2626, 2.7176], [-0.9225, 2.6596, 2.2792], [-2.3520, 1.7047, 4.7757], [-1.1502, 1.7654, 5.9925], [-0.7111, 1.0954, 4.3777], [5.1367, -0.5086, -1.2983], [4.0212, -0.8322, -0.9720], [3.0706, 0.0683, -0.7540], [3.6456, -2.2310, -0.6631], [3.1618, 1.0701, -0.6636], [2.2057, -0.3091, -0.3938], [3.3349, -2.7982, -1.5405], [2.7868, -2.2872, 0.0058], [4.5119, -2.7032, -0.1999], [1.3479, -3.8541, 1.4834], [0.3303, -4.1312, 0.9335], [-0.3267, -3.1157, 0.4205], [-0.3108, -5.5076, 0.9472], [0.2045, -2.2571, 0.4432], [-1.1750, -3.2104, -0.1195], [-1.3606, -5.5791, 0.6627], [-0.2642, -5.9611, 1.9373], [0.2336, -6.2715, 0.3919], [4.3931, 2.7578, 0.8067], [4.2310, 3.2457, -0.2887], [3.1371, 3.1307, -0.9647], [5.4373, 3.9597, -0.9983], [2.3078, 2.7632, -0.5206], [2.9888, 3.5080, -1.8898], [5.2262, 4.9236, -1.4613], [5.8395, 3.3666, -1.8197], [6.2485, 4.1811, -0.3047], [-2.2266, -1.1431, 4.2716], [-2.5672, -1.5665, 3.1915], [-2.3138, -1.0136, 2.0260], [-3.3221, -2.8481, 3.1383], [-2.4273, -1.4797, 1.1372], [-1.8527, -0.1151, 2.0371], [-4.2271, -2.8230, 3.7454], [-2.7327, -3.6595, 3.5652], [-3.7107, -2.9847, 2.1291], [-0.1162, 5.8567, 2.0520], [0.2272, 5.9990, 0.8988], [0.8319, 5.0485, 0.1665], [0.1162, 7.3999, 0.3849], [0.7717, 4.0893, 0.4770], [1.0566, 5.1377, -0.8142], [-0.4679, 8.1075, 0.9734], [-0.4455, 7.4024, -0.5492], [1.0925, 7.8012, 0.1131], [-5.2325, 3.2335, -6.1492], [-4.0739, 2.4896, -5.8555], [-4.2287, 1.5147, -4.8041], [-2.8554, 1.3097, -4.1371], [-2.6186, 2.1195, -2.9458], [-2.3238, 3.5171, -3.3444], [-1.9660, 4.2397, -1.9651], [-3.1754, 4.4430, -1.2211], [-2.8354, 4.9461, 0.0711], [-5.7398, 3.5827, -5.2499], [-5.9263, 2.6508, -6.7552], [-4.9498, 4.0684, -6.7904], [-4.6513, 0.5960, -5.2110], [-4.9723, 1.8399, -4.0765], [-2.1311, 1.4270, -4.9431], [-2.9353, 0.2984, -3.7384], [-1.8286, 1.7289, -2.4524], [-3.1612, 3.9874, -3.8599], [-1.4616, 3.5272, -4.0113], [-1.5075, 5.2113, -2.1490], [-1.1832, 3.7222, -1.4106], [-3.7158, 4.9322, 0.7136], [-2.4605, 5.9692, 0.0997], [-2.0714, 4.3122, 0.5212]]
}